65
Properties=species:S:1:pos:R:3 method="wB97M-V/def2-TZVPD" smiles="COc1ccc(N2CCN([C@@H](CNC(=O)C(=O)NCC(OC)OC)c3ccco3)CC2)cc1" e_above_lowest_kcal_mol=90.5 homo_lumo_gap_ev=8.00
C 0.7685 6.2449 -7.0402
O 1.6900 5.9002 -6.0381
C 1.6996 4.6075 -5.5860
C 2.6370 4.3064 -4.6022
C 2.7252 3.0392 -4.0662
C 1.8827 2.0083 -4.4960
N 1.9827 0.6957 -4.0358
C 3.0432 0.3196 -3.1302
C 2.6725 0.5753 -1.6628
N 1.4705 -0.1799 -1.3645
C 1.1618 -0.2897 0.0458
C 0.5094 0.9770 0.6841
N 0.3201 0.7666 2.0925
C -0.8061 0.2400 2.5975
O -1.8863 0.1701 2.0386
C -0.5956 -0.3032 4.0124
O 0.5012 -0.2971 4.5451
N -1.7290 -0.7825 4.5346
C -1.7984 -1.5507 5.7460
C -2.0876 -3.0273 5.4107
O -1.9013 -3.9043 6.4832
C -2.7056 -3.6540 7.6228
O -3.3923 -3.0661 4.8990
C -3.7173 -4.2714 4.2381
C 0.2901 -1.4688 0.3621
C 0.4724 -2.4415 1.3040
C -0.6997 -3.2344 1.2878
C -1.5075 -2.6798 0.3457
O -0.9183 -1.6142 -0.2148
C 0.3851 0.2515 -2.2269
C 0.7745 -0.0229 -3.6851
C 0.9621 2.3214 -5.4986
C 0.8619 3.5930 -6.0309
H -0.2648 6.1003 -6.7063
H 0.9345 7.3019 -7.2439
H 0.9359 5.6705 -7.9578
H 3.2920 5.0921 -4.2595
H 3.4645 2.8672 -3.3001
H 3.2044 -0.7565 -3.2551
H 3.9646 0.8363 -3.3972
H 2.5298 1.6578 -1.5030
H 3.4825 0.2287 -1.0172
H 2.1125 -0.4688 0.5640
H -0.4773 1.1433 0.2474
H 1.1438 1.8513 0.5228
H 1.1354 0.6638 2.6873
H -2.5404 -0.7736 3.9264
H -0.8343 -1.4714 6.2528
H -2.5996 -1.1630 6.3798
H -1.3645 -3.3752 4.6535
H -2.3061 -2.8251 8.2143
H -3.7363 -3.4352 7.3330
H -2.6767 -4.5666 8.2150
H -4.7684 -4.1965 3.9687
H -3.1110 -4.3892 3.3332
H -3.5606 -5.1343 4.8913
H 1.3309 -2.5768 1.9299
H -0.9018 -4.0953 1.8919
H -2.4866 -2.9386 -0.0051
H 0.1814 1.3318 -2.1205
H -0.5152 -0.3060 -1.9749
H 0.9679 -1.0928 -3.8087
H -0.0466 0.2650 -4.3379
H 0.3152 1.5530 -5.8933
H 0.1292 3.7727 -6.8022

23
Properties=species:S:1:pos:R:3 method="wB97M-V/def2-TZVPD" e_above_lowest_kcal_mol=55.0 homo_lumo_gap_ev=6.25 charge=-1
C 0.8508 -1.8818 3.3175
C 0.0773 -1.8800 1.0007
C -0.3557 -0.4497 -0.7407
C -1.5455 0.3935 -0.1525
C 0.3688 0.3656 -1.7356
C 1.5643 0.0358 1.0975
N 1.1974 -1.1917 4.1829
N 0.2367 -3.0049 -2.2892
N 0.5356 -0.7836 0.3998
N 0.5846 -2.5147 2.1591
O -0.7835 -2.5477 0.4444
O -2.3513 -2.0937 -1.8909
P -0.8269 -2.1416 -1.6540
H -2.3716 -0.2461 0.0370
H -1.9661 1.1561 -0.8600
H -1.1890 0.8228 0.8687
H 1.4791 0.0691 -1.8469
H 0.2512 1.4243 -1.6368
H -0.1490 0.2587 -2.7127
H 1.5715 1.1159 0.8635
H 1.2403 0.1718 2.2212
H 2.5146 -0.3384 0.8564
H -0.0052 -3.3880 2.1800

| no. | electronic energy (Ha) |
| --- | --- |
| 1 | -1566.0648 |
| 2 | -945.4620 |